{
  "formula": "C9H24IO4PSi2",
  "method": "ωB97M-V/def2-TZVPD",
  "species": ["C", "P", "O", "Si", "O", "Si", "I", "H", "H", "H", "H", "H", "H", "H", "H", "C", "C", "C", "O", "C", "H", "H", "H", "H", "H", "H", "H", "H", "C", "C", "C", "O", "C", "H", "H", "H", "H", "H", "H", "H", "H"],
  "coordinates": [[1.5900, -0.0950, -2.2882], [1.3751, -2.0046, -2.6098], [1.0634, -2.7910, -1.0478], [-0.3107, -2.2721, -3.9962], [-1.8823, -2.4527, -3.2332], [-2.1258, -1.3171, -1.9150], [-4.4166, -0.3632, -1.7721], [0.6787, 0.5156, -2.7477], [1.6618, 0.1553, -1.1423], [2.5325, 0.2195, -2.9116], [1.7129, -2.3496, -0.4082], [-0.0503, -3.5458, -4.7153], [-0.2313, -1.2230, -5.0046], [-1.1632, -0.2264, -1.8497], [-1.9360, -2.0966, -0.6645], [-6.0581, 3.7733, 1.5591], [-5.7495, 2.3034, 1.4372], [-4.2371, 2.2922, 1.4835], [-3.8374, 3.4068, 2.2928], [-4.9806, 4.2452, 2.5106], [-7.0679, 3.9819, 1.9214], [-5.9355, 4.2604, 0.5843], [-6.1538, 1.7666, 2.3035], [-6.1521, 1.8431, 0.5313], [-3.8078, 2.4327, 0.4858], [-3.8376, 1.3668, 1.9082], [-5.2911, 4.1219, 3.5539], [-4.7067, 5.2915, 2.3493], [5.3723, -1.8781, 2.0612], [6.3868, -1.5248, 1.0044], [5.6117, -1.7673, -0.2724], [4.2333, -1.5005, 0.0205], [4.0841, -1.3816, 1.4421], [5.5780, -1.4281, 3.0358], [5.3313, -2.9665, 2.1872], [6.6518, -0.4640, 1.0848], [7.3064, -2.1125, 1.0635], [5.6893, -2.8119, -0.5921], [5.9446, -1.1255, -1.0932], [3.9150, -0.3241, 1.6728], [3.2124, -1.9542, 1.7706]],
  "forces_ev_per_angstrom": [[-0.84, 0.91, -0.56], [1.71, 0.42, 1.94], [0.97, 2.24, -0.72], [-2.30, -1.38, 0.93], [1.34, 2.58, 0.77], [-0.27, -2.30, -0.58], [0.61, -0.26, -0.26], [1.91, -1.22, 1.11], [0.08, -0.52, -2.34], [-1.67, -0.59, 1.60], [-1.07, -0.97, -1.34], [-0.14, 0.13, 0.23], [0.02, 0.52, -0.08], [0.03, 0.35, -0.43], [-0.23, 0.13, -0.26], [-0.28, 0.48, -0.35], [-0.27, -0.58, 0.13], [0.45, -0.02, -0.13], [-0.36, -0.02, -0.11], [0.24, 0.10, 0.38], [0.12, 0.00, -0.03], [-0.05, -0.02, 0.12], [0.03, 0.01, -0.12], [0.08, 0.03, 0.10], [-0.03, -0.12, -0.04], [0.05, 0.14, 0.00], [-0.07, 0.09, 0.00], [0.09, -0.12, 0.04], [-0.09, -0.47, 0.50], [0.49, 0.41, -0.08], [-0.05, -0.25, -0.47], [0.06, -0.02, 0.24], [-0.31, 0.32, -0.05], [-0.06, -0.05, -0.12], [-0.02, 0.13, 0.04], [0.02, -0.12, -0.03], [-0.12, 0.07, -0.04], [0.08, 0.04, -0.04], [-0.16, -0.06, 0.05], [-0.03, -0.03, 0.11], [0.01, 0.04, -0.09]],
  "spin_multiplicity": 1,
  "total_charge": 0,
  "orbital_gap_ev": 8.54,
  "homo_ev": -8.2,
  "largest_force_ev_per_a": 3.00
}